14
Properties=species:S:1:pos:R:3:forces:R:3:lowdin_charge:R:1 method="wB97M-V/def2-TZVPD" spin_multiplicity=1 total_energy_ha=-270.3283 total_charge=0 de_lowest_kcal_mol=144.1 lumo_energy_ev=1.00
C 0.549 0.479 1.824 -0.07 -0.04 -0.09 -0.004
C 0.438 0.172 0.362 -0.72 -0.08 0.23 -0.408
C -0.586 0.658 -0.756 -0.76 0.50 -0.20 -0.177
C -0.614 -0.695 -1.325 -1.05 0.51 -1.82 -0.151
C 0.647 -1.094 -0.400 -0.23 -0.01 -0.55 -0.155
O 1.633 -0.074 -0.371 -0.29 0.24 -0.25 0.011
H -0.425 0.326 2.298 0.12 0.03 0.01 0.085
H 0.848 1.521 1.989 -0.05 -0.16 -0.11 0.086
H 1.290 -0.170 2.304 -0.15 0.09 -0.14 0.088
H -1.672 0.858 -1.100 0.49 1.21 2.56 0.115
H -0.055 1.365 -1.399 0.19 -0.23 0.05 0.106
H -1.423 -1.375 -1.087 -0.15 0.22 1.01 0.074
H -1.406 -0.102 -2.316 2.91 -2.65 -0.15 0.183
H 0.951 -2.070 0.006 -0.26 0.39 -0.54 0.146


42
Properties=species:S:1:pos:R:3:forces:R:3:lowdin_charge:R:1 method="wB97M-V/def2-TZVPD" spin_multiplicity=2 total_energy_ha=-3401.4590 total_charge=+2 de_lowest_kcal_mol=3.3 lumo_energy_ev=-10.42
I -1.066 -4.967 0.636 2.23 0.73 -0.30 0.402
I 1.855 -4.028 0.343 -1.78 -1.07 0.34 0.337
Yb 0.045 -1.664 0.179 -2.05 2.46 -0.69 0.763
P 0.349 -0.972 -2.567 -0.04 -0.46 -0.70 0.673
C 2.022 -0.634 -3.245 -0.16 -0.07 0.28 -0.264
C -0.073 -2.712 -3.065 0.08 0.34 0.05 -0.303
H -0.015 -2.853 -4.159 -0.05 -0.05 0.51 0.067
H -0.750 -0.084 -4.636 0.19 -0.12 0.51 0.068
H -1.101 -2.910 -2.704 0.46 -0.03 -0.30 0.025
H -1.812 -0.094 -3.183 0.31 0.24 -0.16 0.035
H 2.719 -1.326 -2.744 -0.04 0.38 -0.30 0.040
H 0.638 -3.392 -2.554 -0.37 0.18 -0.43 -0.009
C -0.792 0.103 -3.549 0.06 -0.08 0.60 -0.241
H 2.092 -0.756 -4.337 -0.12 0.00 0.41 0.066
H -0.512 1.151 -3.348 -0.26 -0.37 -0.06 0.046
H 2.260 0.409 -2.978 0.11 -0.42 -0.12 0.043
P -0.660 -0.453 2.650 -0.29 -0.24 0.79 0.675
C 0.654 0.075 3.818 -0.04 -0.16 -0.26 -0.266
C -2.045 0.747 2.914 0.27 -0.20 -0.51 -0.241
H -2.133 -2.377 2.614 0.32 0.08 0.45 0.009
H -1.659 -2.008 4.327 0.16 -0.13 -0.45 0.067
H -0.487 -2.822 3.209 -0.41 0.22 0.21 0.011
C -1.303 -2.076 3.284 0.06 0.32 -0.07 -0.321
H -2.862 0.445 2.240 0.23 0.28 0.22 0.035
H -2.415 0.770 3.953 0.36 -0.20 -0.37 0.068
H 0.312 0.167 4.861 0.04 -0.07 -0.41 0.065
H 1.012 1.056 3.462 0.03 -0.38 0.23 0.043
H -1.673 1.747 2.636 -0.27 -0.36 0.03 0.046
H 1.463 -0.672 3.753 -0.14 0.43 0.18 0.043
Cl -2.341 -1.338 -0.330 0.80 -0.39 0.16 -0.106
C 2.375 1.862 0.283 -0.14 0.20 -0.05 -0.008
C 0.983 2.240 -0.028 -0.17 0.32 -0.06 -0.448
N -0.089 1.482 -0.164 0.27 -0.37 0.09 0.027
C -1.128 2.356 -0.455 -0.14 0.89 -0.11 -0.156
C -0.656 3.652 -0.490 -0.14 -1.20 0.09 -0.053
N 0.696 3.543 -0.213 -0.97 0.44 -0.24 0.109
H 3.003 2.212 -0.544 0.22 -0.30 0.30 0.097
H 2.658 2.383 1.205 0.31 -0.35 -0.14 0.097
H 2.437 0.784 0.401 0.31 -0.08 0.07 0.056
H -2.163 2.058 -0.629 0.53 -0.16 0.12 0.105
H -1.178 4.577 -0.684 0.24 -0.05 0.05 0.123
H 1.340 4.320 -0.163 -0.02 -0.19 0.01 0.174


37
Properties=species:S:1:pos:R:3:forces:R:3:lowdin_charge:R:1 method="wB97M-V/def2-TZVPD" spin_multiplicity=1 total_energy_ha=-3457.1697 total_charge=-1 de_lowest_kcal_mol=0.0 lumo_energy_ev=2.36
C 0.738 -4.899 0.565 -0.09 0.40 0.23 -0.088
C 1.725 -4.143 1.216 -0.31 -0.17 -0.12 -0.088
C 1.382 -2.939 1.832 -0.37 0.23 -0.10 -0.040
C 0.058 -2.476 1.799 -0.34 -0.52 -0.18 -0.186
C -0.332 -1.183 2.437 -0.61 0.60 0.45 -0.205
O -1.474 -0.822 2.676 1.41 -0.74 -0.40 0.047
C -0.929 -3.250 1.176 0.22 -0.11 -0.04 -0.021
C -0.591 -4.450 0.553 0.24 0.06 0.11 -0.081
H 0.999 -5.835 0.068 -0.04 0.26 0.15 0.097
H 2.758 -4.498 1.233 -0.32 0.14 0.01 0.099
H 2.130 -2.334 2.344 -0.05 -0.14 -0.17 0.111
H 0.538 -0.544 2.717 -0.29 -0.07 -0.06 0.128
H -1.959 -2.896 1.182 0.25 0.00 -0.02 0.119
H -1.371 -5.031 0.057 0.27 0.11 0.11 0.100
C 1.638 -1.092 -3.859 0.05 -0.29 -0.07 -0.095
C 1.603 0.057 -2.891 -0.22 -0.11 -0.05 -0.277
O 0.310 0.146 -2.268 0.92 -0.38 -0.62 -0.044
C 0.333 1.144 -1.330 -1.19 1.34 1.46 -0.533
C -0.961 1.533 -0.835 1.40 -1.20 -1.14 -0.058
C -1.140 2.634 0.003 -0.27 1.00 0.85 -0.251
C -0.052 3.317 0.646 -0.39 0.17 0.04 -0.040
C -0.264 4.402 1.484 -0.84 0.00 -0.13 -0.159
C -1.570 4.872 1.711 0.15 -1.03 -0.84 -0.756
Br -1.853 6.334 2.864 -0.11 0.43 0.31 0.628
C -2.665 4.247 1.078 0.55 0.00 0.17 -0.170
C -2.460 3.149 0.252 0.74 0.07 0.17 -0.066
O 1.424 1.646 -1.010 -0.14 -0.36 -0.26 -0.037
H 2.543 -0.983 -4.459 0.03 -0.09 -0.12 0.066
H 1.717 -2.045 -3.329 -0.20 -0.02 -0.09 0.068
H 0.778 -1.111 -4.533 0.02 0.01 0.08 0.071
H 2.377 -0.090 -2.127 -0.17 0.23 -0.21 0.115
H 1.809 0.997 -3.425 0.00 -0.14 0.27 0.122
H -1.816 1.000 -1.224 -0.11 0.03 -0.10 0.080
H 0.958 2.974 0.447 -0.28 0.08 0.12 0.082
H 0.583 4.889 1.957 -0.12 -0.02 -0.01 0.084
H -3.670 4.627 1.241 0.11 -0.03 0.02 0.081
H -3.295 2.651 -0.247 0.13 0.24 0.21 0.096


23
Properties=species:S:1:pos:R:3:forces:R:3:lowdin_charge:R:1 method="wB97M-V/def2-TZVPD" spin_multiplicity=1 total_energy_ha=-515.5492 total_charge=+1 de_lowest_kcal_mol=49.9 lumo_energy_ev=-3.11
N -0.247 0.464 0.821 1.94 -0.82 1.58 0.226
H -1.231 0.247 0.979 -0.40 0.05 -0.01 0.074
H 0.159 0.992 1.620 -0.66 -0.58 -0.33 0.142
H 0.287 -0.508 0.733 -1.14 2.01 -0.44 0.108
H -0.200 1.171 0.095 0.07 -0.36 -0.57 0.091
H -0.177 -2.725 0.762 -0.13 0.64 -0.18 0.113
H 0.826 -2.343 -0.283 0.27 0.20 -0.09 0.084
O 0.062 -1.975 0.178 0.36 -1.77 0.31 -0.043
H 3.562 -0.329 0.938 0.43 -0.17 -0.07 0.031
H 3.551 -1.752 1.603 0.57 -0.20 -0.11 0.037
O 3.091 -0.923 1.521 -1.11 0.40 0.12 -0.045
H -0.153 3.527 0.375 -0.80 0.53 -0.18 0.071
H -1.761 3.255 0.499 0.20 0.69 -0.39 0.065
O -0.871 2.991 0.731 0.59 -0.77 0.44 -0.040
H -1.153 -0.951 -2.212 -1.09 -0.12 0.11 0.053
H -1.200 -2.336 -1.805 -0.25 -0.80 0.31 0.015
O -1.817 -1.615 -1.919 0.98 1.05 -0.60 -0.056
H 2.089 1.036 -2.513 -1.35 0.59 -0.07 0.038
H 3.243 1.012 -1.816 -0.19 0.93 1.34 0.062
O 2.350 1.412 -1.657 1.47 -1.54 -1.25 -0.083
H -3.836 0.060 1.084 -0.02 0.09 0.11 0.062
H -3.468 -0.641 -0.206 0.16 -0.33 -0.50 0.040
O -3.105 -0.071 0.472 0.07 0.28 0.47 -0.044